{"formula": "C26H27N5O3S", "method": "ωB97M-V with the def2-TZVPD basis set", "symbols": ["C", "N", "C", "C", "C", "C", "C", "C", "N", "N", "C", "S", "C", "C", "O", "N", "C", "C", "C", "C", "C", "C", "C", "O", "C", "O", "N", "C", "C", "C", "C", "C", "C", "C", "C", "H", "H", "H", "H", "H", "H", "H", "H", "H", "H", "H", "H", "H", "H", "H", "H", "H", "H", "H", "H", "H", "H", "H", "H", "H", "H", "H"], "xyz": [[3.7463, -2.3879, -1.8694], [2.9469, -1.1964, -1.8465], [2.4526, -0.5641, -2.9467], [1.7482, 0.5379, -2.5464], [1.8183, 0.5776, -1.1409], [2.5610, -0.5033, -0.7353], [2.9129, -0.9177, 0.6589], [1.7928, -0.6212, 1.5883], [1.8381, 0.2042, 2.5913], [0.6420, 0.1931, 3.2058], [-0.1250, -0.6484, 2.5599], [-1.7568, -1.0878, 2.9564], [-1.9937, -0.1257, 4.4863], [-2.3607, 1.3136, 4.1325], [-3.5132, 1.6925, 4.1053], [-1.2911, 2.0812, 3.8679], [-1.4220, 3.3892, 3.2621], [-1.0868, 3.3335, 1.7914], [-1.7987, 2.4777, 0.9624], [-1.5325, 2.3783, -0.4002], [-0.5289, 3.1736, -0.8981], [0.2012, 4.0264, -0.0692], [-0.0542, 4.1204, 1.2766], [1.1370, 4.6937, -0.8146], [0.9909, 4.2170, -2.1343], [-0.0744, 3.2927, -2.1855], [0.5531, -1.2054, 1.5163], [0.0247, -2.1269, 0.5496], [-0.9228, -1.4300, -0.4382], [-1.3757, -2.4177, -1.4745], [-2.4479, -3.2629, -1.2190], [-2.8395, -4.2025, -2.1560], [-2.1601, -4.3093, -3.3578], [-1.0905, -3.4702, -3.6194], [-0.6991, -2.5306, -2.6818], [4.6809, -2.2394, -1.3242], [3.9815, -2.6375, -2.9025], [3.2112, -3.2335, -1.4256], [2.6443, -0.9423, -3.9319], [1.2275, 1.2301, -3.1773], [1.3832, 1.3117, -0.4905], [3.1415, -1.9870, 0.6965], [3.7856, -0.3682, 1.0230], [-2.8258, -0.6042, 5.0007], [-1.0749, -0.1950, 5.0647], [-0.3773, 1.6288, 3.8011], [-2.4622, 3.6994, 3.4029], [-0.7617, 4.0910, 3.7773], [-2.5929, 1.8810, 1.3851], [-2.0914, 1.7177, -1.0417], [0.5183, 4.7825, 1.9043], [1.9241, 3.7218, -2.4510], [0.7787, 5.0604, -2.8099], [0.8600, -2.5733, 0.0063], [-0.5163, -2.9160, 1.0824], [-0.3933, -0.5999, -0.9098], [-1.7783, -1.0362, 0.1131], [-2.9812, -3.1771, -0.2830], [-3.6774, -4.8518, -1.9490], [-2.4662, -5.0418, -4.0900], [-0.5608, -3.5462, -4.5579], [0.1304, -1.8696, -2.8903]], "atomic_forces_ev_per_a": [[0.200, -0.399, 0.102], [-0.092, 0.152, 0.033], [-0.053, 0.144, -0.409], [0.015, -0.006, -0.157], [0.159, -0.045, 0.146], [-0.064, 0.145, 0.222], [0.031, 0.023, -0.112], [0.000, -0.094, 0.111], [1.123, 0.101, -0.418], [-0.726, -0.279, 0.249], [0.168, -0.010, 0.059], [-0.381, -0.153, 0.066], [0.046, -0.030, -0.311], [0.346, -0.214, 0.340], [-0.492, -0.001, -0.091], [0.258, 0.305, 0.075], [-0.216, 0.001, 0.033], [0.007, 0.011, -0.013], [-0.009, 0.049, 0.114], [0.206, 0.121, -0.264], [0.228, 0.380, 0.551], [-0.406, -0.434, -0.340], [0.050, 0.042, -0.246], [-0.087, 0.059, 0.473], [0.759, 0.349, -0.984], [-0.350, -0.302, 0.092], [0.129, 0.533, 0.737], [-0.311, -0.102, -0.435], [0.127, -0.175, -0.010], [-0.059, 0.105, 0.062], [0.034, 0.012, -0.036], [-0.071, -0.089, 0.015], [-0.027, -0.068, -0.072], [0.033, -0.046, -0.067], [0.013, 0.003, 0.011], [-0.038, -0.033, -0.063], [-0.008, 0.021, 0.052], [0.058, 0.038, -0.042], [0.065, -0.110, -0.161], [-0.084, 0.109, -0.162], [-0.117, 0.122, 0.186], [0.076, 0.031, 0.022], [-0.049, -0.135, 0.055], [0.066, 0.085, -0.031], [-0.035, -0.006, 0.081], [-0.228, -0.052, 0.061], [0.197, 0.055, 0.037], [-0.099, 0.021, -0.051], [-0.108, -0.091, 0.076], [-0.101, -0.097, -0.099], [0.095, 0.102, 0.125], [-0.222, 0.052, 0.131], [-0.020, -0.179, 0.200], [-0.068, -0.033, 0.075], [0.145, -0.033, -0.082], [-0.054, -0.034, 0.085], [0.003, 0.072, -0.015], [-0.085, 0.018, 0.118], [-0.073, -0.053, 0.013], [-0.032, -0.056, -0.058], [0.040, -0.003, -0.084], [0.091, 0.102, 0.001]], "nbo_charge": [-0.40, -0.33, -0.08, -0.30, -0.31, 0.13, -0.48, 0.35, -0.28, -0.37, 0.19, 0.28, -0.60, 0.66, -0.63, -0.63, -0.25, -0.03, -0.22, -0.27, 0.28, 0.23, -0.25, -0.48, 0.24, -0.50, -0.37, -0.21, -0.46, 0.07, -0.23, -0.21, -0.22, -0.19, -0.26, 0.21, 0.22, 0.20, 0.21, 0.23, 0.23, 0.22, 0.26, 0.26, 0.25, 0.44, 0.24, 0.20, 0.23, 0.23, 0.23, 0.16, 0.16, 0.22, 0.22, 0.24, 0.22, 0.21, 0.21, 0.21, 0.21, 0.22], "e_above_lowest_ev": 2.714, "e_tot_ev": -51828.8320, "smiles": "Cn1cccc1Cc1nnc(SCC(=O)NCc2ccc3c(c2)OCO3)n1CCc1ccccc1", "total_charge": 0, "gap_ev": 8.42, "max_force_ha_per_bohr": 0.0251}